# 1
Molecular formula: C39H52N4O2RuSe
Method: DFT, ωB97M-V/def2-TZVPD

ORCA input file:
```
! RIJCOSX wB97M-V def2-TZVPD def2/J DEFGRID3
* xyz -1 6
Ru -0.174 -0.346 0.206
C 6.838 2.743 -1.298
C 5.581 3.252 -2.017
C 5.861 3.342 -3.524
C 5.273 4.659 -1.505
C 4.420 2.289 -1.770
C 3.235 2.665 -1.159
C 2.218 1.739 -0.994
Se 0.566 2.332 -0.214
C -0.487 2.474 -1.809
C -0.250 3.531 -2.670
C -0.942 3.640 -3.864
C -1.888 2.646 -4.134
C -2.159 1.579 -3.289
C -1.434 1.463 -2.066
O -1.622 0.468 -1.244
C -3.170 0.492 -3.671
C -2.437 -0.855 -3.778
C -3.828 0.776 -5.023
C -4.296 0.391 -2.628
C -0.637 4.794 -4.819
C -0.908 6.134 -4.120
C -1.491 4.737 -6.087
C 0.841 4.736 -5.236
C 2.305 0.398 -1.418
O 1.277 -0.414 -1.285
C 3.533 -0.008 -1.998
C 4.520 0.956 -2.168
C 3.823 -1.434 -2.507
C 5.189 -1.919 -1.994
C 3.842 -1.394 -4.045
C 2.801 -2.492 -2.077
H 7.679 3.420 -1.473
H 7.124 1.750 -1.649
H 6.662 2.678 -0.222
H 6.693 4.025 -3.719
H 4.979 3.709 -4.055
H 6.119 2.367 -3.940
H 6.128 5.313 -1.696
H 5.085 4.659 -0.429
H 4.403 5.086 -2.009
H 3.073 3.677 -0.812
H 0.508 4.259 -2.400
H -2.441 2.710 -5.060
H -1.697 -0.821 -4.582
H -3.148 -1.657 -3.998
H -1.924 -1.088 -2.846
H -3.094 0.807 -5.833
H -4.378 1.720 -5.014
H -4.537 -0.024 -5.249
H -3.898 0.149 -1.646
H -5.003 -0.392 -2.922
H -4.843 1.337 -2.567
H -1.957 6.204 -3.824
H -0.680 6.968 -4.790
H -0.297 6.243 -3.222
H -2.557 4.802 -5.855
H -1.315 3.815 -6.645
H -1.235 5.578 -6.736
H 1.501 4.806 -4.369
H 1.082 5.559 -5.916
H 1.057 3.793 -5.742
H 5.440 0.647 -2.648
H 6.014 -1.290 -2.330
H 5.376 -2.929 -2.369
H 5.208 -1.962 -0.903
H 4.609 -0.709 -4.416
H 2.875 -1.060 -4.427
H 4.048 -2.390 -4.447
H 2.718 -2.553 -0.990
H 3.143 -3.465 -2.444
H 1.813 -2.296 -2.480
C -2.209 1.376 2.021
N -1.079 0.502 2.340
C -0.110 1.194 3.187
C -1.539 -0.731 2.996
C -2.297 -1.616 2.038
C -3.402 -2.341 2.470
C -4.082 -3.170 1.586
C -3.663 -3.252 0.265
C -2.566 -2.511 -0.162
C -1.857 -1.694 0.714
H -2.745 1.670 2.935
H -2.894 0.862 1.349
H -1.847 2.274 1.522
H -0.550 1.451 4.161
H 0.213 2.113 2.699
H 0.756 0.553 3.340
H -2.153 -0.479 3.873
H -0.648 -1.257 3.345
H -3.737 -2.255 3.500
H -4.942 -3.736 1.923
H -4.197 -3.884 -0.436
H -2.269 -2.568 -1.205
N 1.310 -1.295 1.684
C 2.131 -2.129 1.764
N 2.980 -3.075 1.913
C 4.263 -2.900 1.635
N 5.402 -2.826 1.434
*
```

The energy is -119271.355 eV. The calculation puts the relative energy (zero: lowest compared OMol25 entry of this formula, charge and spin) at 5.2 kJ/mol.

***

# 2
Molecular formula: C54H48AuN2O2P2S
Method: DFT, ωB97M-V/def2-TZVPD

ORCA input file:
```
! RIJCOSX wB97M-V def2-TZVPD def2/J DEFGRID3
* xyz 3 1
Au 0.079 -0.852 0.007
O 0.871 1.758 1.178
S 0.012 2.173 0.000
C -1.189 3.360 0.503
C -0.885 4.695 0.688
C -1.883 5.665 0.829
C -3.196 5.263 0.737
C -4.477 6.044 0.757
C -5.599 4.982 0.656
C -4.883 3.668 0.584
C -5.338 2.374 0.510
C -4.401 1.336 0.475
C -3.020 1.532 0.488
P -2.078 -0.027 0.671
C -3.003 -1.225 -0.323
C -3.131 -0.935 -1.690
C -3.880 -1.762 -2.504
C -4.471 -2.904 -1.970
C -4.314 -3.210 -0.624
C -3.580 -2.379 0.207
C -2.231 -0.530 2.400
C -1.551 -1.684 2.810
C -1.764 -2.200 4.075
C -2.642 -1.561 4.943
C -3.282 -0.393 4.555
C -3.079 0.131 3.287
C -2.524 2.874 0.522
C -3.494 3.890 0.610
C 1.180 3.051 -1.004
C 0.785 4.037 -1.888
C 1.703 4.732 -2.686
C 3.033 4.403 -2.574
C 4.250 4.941 -3.268
C 5.433 4.128 -2.690
C 4.808 3.152 -1.741
C 5.347 2.156 -0.960
C 4.481 1.344 -0.224
C 3.098 1.528 -0.171
P 2.218 0.219 0.733
C 2.480 0.224 2.502
C 1.935 -0.821 3.255
C 2.184 -0.887 4.613
C 2.970 0.088 5.217
C 3.480 1.144 4.473
C 3.226 1.228 3.114
C 3.078 -1.249 0.103
C 3.161 -1.360 -1.296
C 3.819 -2.426 -1.870
C 4.382 -3.404 -1.056
C 4.303 -3.301 0.330
C 3.635 -2.242 0.918
C 2.523 2.610 -0.914
C 3.415 3.362 -1.702
H 0.155 4.996 0.706
H -1.613 6.702 0.975
H -4.507 6.752 -0.073
H -4.561 6.642 1.666
H -6.227 5.131 -0.224
H -6.270 5.017 1.517
H -6.394 2.139 0.508
H -4.782 0.323 0.472
H -2.670 -0.038 -2.092
H -4.020 -1.514 -3.548
H -5.063 -3.550 -2.604
H -4.781 -4.097 -0.214
H -3.490 -2.605 1.262
H -0.868 -2.176 2.124
H -1.250 -3.098 4.390
H -2.825 -1.972 5.926
H -3.948 0.116 5.239
H -3.573 1.046 2.993
H -0.266 4.290 -1.949
H 1.358 5.512 -3.350
H 4.359 6.013 -3.100
H 4.159 4.814 -4.348
H 6.149 4.767 -2.168
H 5.999 3.620 -3.472
H 6.413 1.973 -0.926
H 4.914 0.532 0.347
H 1.321 -1.571 2.767
H 1.770 -1.692 5.206
H 3.180 0.028 6.277
H 4.076 1.907 4.954
H 3.605 2.056 2.529
H 2.737 -0.579 -1.919
H 3.899 -2.503 -2.947
H 4.895 -4.247 -1.502
H 4.772 -4.046 0.959
H 3.594 -2.163 1.994
C -0.066 -2.161 -3.289
N -0.202 -3.483 -2.705
C -0.706 -4.503 -3.627
C -1.188 -5.718 -2.863
C -0.079 -6.151 -1.926
N 0.262 -5.043 -1.039
C 0.757 -5.389 0.285
C 0.266 -3.765 -1.468
O 0.713 -2.863 -0.693
H -1.044 -1.785 -3.593
H 0.576 -2.204 -4.172
H 0.377 -1.477 -2.573
H 0.084 -4.779 -4.332
H -1.522 -4.061 -4.200
H -1.448 -6.519 -3.552
H -2.076 -5.461 -2.281
H 0.803 -6.463 -2.495
H -0.392 -6.995 -1.313
H 0.041 -6.045 0.779
H 0.895 -4.489 0.873
H 1.712 -5.914 0.216
*
```

The energy is -96934.352 eV.

***

# 3
Molecular formula: C28H44CrN2O3S2Si
Method: DFT, ωB97M-V/def2-TZVPD

ORCA input file:
```
! RIJCOSX wB97M-V def2-TZVPD def2/J DEFGRID3
* xyz 0 5
Cr -0.314 0.455 0.239
C 2.212 -0.834 -0.729
N 1.894 0.159 0.307
C 2.668 1.389 0.040
C 2.240 -0.362 1.661
C 1.163 -0.076 2.677
C 1.479 0.065 4.023
C 0.464 0.215 4.961
C -0.860 0.214 4.543
C -1.157 0.089 3.189
C -0.160 -0.042 2.214
H 3.285 -1.055 -0.755
H 1.916 -0.444 -1.704
H 1.673 -1.761 -0.532
H 3.742 1.166 0.081
H 2.419 2.147 0.779
H 2.407 1.792 -0.933
H 3.208 0.038 1.972
H 2.356 -1.445 1.584
H 2.517 0.060 4.345
H 0.706 0.336 6.011
H -1.658 0.317 5.270
H -2.203 0.103 2.889
S -4.785 0.023 -0.400
C -3.260 0.704 -0.045
N -2.250 -0.093 -0.108
C -2.655 -1.383 -0.477
C -1.819 -2.488 -0.630
C -2.379 -3.689 -1.003
C -3.761 -3.806 -1.219
C -4.598 -2.721 -1.061
C -4.025 -1.506 -0.686
H -3.150 1.756 0.186
H -0.757 -2.392 -0.448
H -1.744 -4.557 -1.128
H -4.179 -4.761 -1.509
H -5.664 -2.809 -1.222
C -1.901 5.661 -3.147
C -0.493 5.878 -2.614
C 0.521 5.099 -3.443
C -0.136 7.358 -2.615
O -0.498 5.458 -1.246
Si 0.111 4.224 -0.361
S -0.392 2.390 -1.225
O -0.420 4.457 1.175
C -1.581 4.931 1.853
C -2.017 6.300 1.338
C -2.702 3.916 1.678
C -1.184 5.019 3.320
O 1.750 4.320 -0.249
C 2.624 5.175 0.500
C 3.836 5.407 -0.388
C 3.017 4.434 1.775
C 1.974 6.511 0.859
H -1.960 5.929 -4.205
H -2.616 6.271 -2.590
H -2.172 4.609 -3.034
H 0.550 5.507 -4.455
H 0.262 4.042 -3.491
H 1.520 5.185 -3.003
H -0.128 7.751 -3.635
H 0.857 7.503 -2.184
H -0.858 7.926 -2.022
H -2.214 6.267 0.267
H -1.238 7.044 1.519
H -2.924 6.615 1.860
H -2.934 3.785 0.616
H -3.604 4.243 2.198
H -2.383 2.960 2.104
H -0.394 5.762 3.453
H -0.812 4.052 3.664
H -2.042 5.308 3.933
H 4.228 4.449 -0.738
H 4.622 5.931 0.163
H 3.561 6.008 -1.259
H 3.681 3.594 1.552
H 2.120 4.052 2.267
H 3.536 5.106 2.464
H 1.533 6.976 -0.024
H 2.726 7.188 1.273
H 1.186 6.370 1.601
*
```

The energy is -96848.610 eV. The calculation puts the relative energy (zero: lowest compared OMol25 entry of this formula, charge and spin) at 59.2 kJ/mol.

***

# 4
Molecular formula: C5H9NO
Method: DFT, ωB97M-V/def2-TZVPD

ORCA input file:
```
! RIJCOSX wB97M-V def2-TZVPD def2/J DEFGRID3
* xyz 0 1
C -1.397 0.541 -1.031
C -0.673 -0.474 -0.148
N 0.373 -1.204 -0.870
C -0.020 0.149 1.082
C 1.312 0.923 0.843
C 1.291 -0.430 1.430
O 1.912 -1.327 1.926
H -0.684 1.278 -1.423
H -2.177 1.086 -0.488
H -1.861 0.034 -1.884
H -1.395 -1.213 0.221
H 0.044 -2.078 -1.257
H 0.777 -0.649 -1.616
H -0.671 0.520 1.874
H 1.550 1.735 1.525
H 1.620 1.109 -0.184
*
```

The energy is -8866.761 eV. The calculation puts the relative energy (zero: lowest compared OMol25 entry of this formula, charge and spin) at 236.6 kJ/mol. As for the SMILES: C[C@@H](N)[C@@H]1CC1=O.

***

Number 1: F_max 0.39 eV Å⁻¹. Number 2: F_max 2.14 eV Å⁻¹. Number 3: F_max 1.22 eV Å⁻¹. Number 4: F_max 0.61 eV Å⁻¹.